Here is a molecular structure, C17H19Br24ClFNO6S in a non-equilibrium geometry from OMol25. Energies are from ωB97M-V with the def2-TZVPD basis set.

HOMO energy	-10.0	eV
frontier orbital gap	8.54	eV
F_max	8.59	eV Å⁻¹
energy	-63899.6323	Eh
LUMO	-1.508	eV
molar mass	2337.55	g/mol
spin multiplicity	1

Atoms and positions in Å:
O: -4.89 4.75 -2.22
C: -4.26 4.19 -3.16
N: -3.88 3.27 -4.03
C: -5.04 2.72 -4.78
O: -5.01 2.84 -6.05
O: -6.16 2.02 -4.21
C: -5.75 0.91 -3.38
F: -5.21 1.45 -2.14
C: -7.13 0.14 -2.94
C: -7.74 0.96 -1.67
O: -8.43 0.34 -0.79
C: -4.81 -0.18 -4.10
C: -4.24 -1.32 -3.06
C: -2.68 -1.08 -2.71
C: -2.43 -0.03 -1.51
S: -3.08 -0.63 0.15
O: -1.96 -0.41 1.17
O: -3.47 -2.11 0.11
Cl: -4.75 0.41 0.82
H: -6.95 -0.95 -2.61
H: -7.88 0.22 -3.82
H: -7.61 2.09 -1.52
H: -5.44 -0.69 -4.92
H: -3.87 0.26 -4.61
H: -4.28 -2.31 -3.68
H: -4.91 -1.47 -2.15
H: -2.14 -0.66 -3.65
H: -2.16 -2.09 -2.47
H: -2.76 1.06 -1.76
H: -1.26 0.04 -1.38
C: 1.14 -2.95 -1.96
Br: 1.21 -2.06 -3.68
Br: 2.91 -3.45 -1.33
Br: 0.17 -1.91 -0.64
H: 0.59 -3.88 -2.11
C: 4.21 -1.74 2.06
Br: 3.58 -1.98 3.88
Br: 4.27 0.13 1.56
Br: 5.92 -2.62 1.77
H: 3.49 -2.22 1.41
C: 5.87 -5.37 5.65
Br: 4.53 -5.76 4.30
Br: 7.57 -4.85 4.86
Br: 5.24 -4.07 6.94
H: 6.05 -6.30 6.19
C: -8.12 5.61 -5.90
Br: -6.79 4.35 -5.25
Br: -7.87 6.01 -7.78
Br: -9.93 5.03 -5.51
H: -7.96 6.55 -5.35
C: -4.75 3.64 -9.96
Br: -4.06 5.46 -9.98
Br: -6.69 3.60 -9.97
Br: -4.00 2.58 -11.40
H: -4.42 3.19 -9.03
C: 11.07 -3.49 7.27
Br: 12.25 -2.32 8.27
Br: 9.49 -3.97 8.30
Br: 10.60 -2.73 5.54
H: 11.62 -4.41 7.08
C: 6.25 -0.50 8.21
Br: 7.02 0.50 9.69
Br: 4.73 0.42 7.43
Br: 7.59 -0.95 6.88
H: 5.88 -1.44 8.63
C: 12.31 1.74 10.26
Br: 13.65 0.51 10.94
Br: 12.56 2.11 8.37
Br: 10.51 1.13 10.65
H: 12.45 2.68 10.79